Computed, not measured: a cluster of 3 separate species, C25H27F16N2O3 in total, with the ωB97M-V functional and the def2-TZVPD basis.

Each atom is followed by the atoms it is bonded to, with distances in Å.
Geometry (Å):
1 C -0.443 1.470 -2.983  C2 1.504, H19 1.091, H20 1.089, H21 1.090
2 C -1.675 1.637 -2.136  C1 1.504, C3 1.393, C18 1.389
3 C -2.836 2.207 -2.653  C2 1.393, C4 1.382, H22 1.083
4 C -3.957 2.373 -1.862  C3 1.382, C5 1.397, H23 1.084
5 C -3.997 1.986 -0.520  C4 1.397, C6 1.516, C9 1.386
6 C -5.259 2.278 0.268  C5 1.516, C7 1.534, C8 1.527, H24 1.094
7 C -5.207 3.704 0.830  C6 1.534, H25 1.091, H26 1.092, H27 1.090
8 C -5.630 1.278 1.361  C6 1.527, H28 1.090, H29 1.091, H30 1.092
9 C -2.830 1.424 -0.026  C5 1.386, O10 1.403, C18 1.384
10 O -2.737 1.041 1.321  C9 1.403, C11 1.407
11 C -2.843 -0.344 1.550  O10 1.407, C12 1.503, H31 1.091, H32 1.098
12 C -1.600 -0.809 2.256  C11 1.503, C13 1.381, C17 1.417
13 C -0.962 -2.002 1.980  C12 1.381, C14 1.391, H33 1.081
14 C 0.170 -2.316 2.726  C13 1.391, N15 1.325, H34 1.083
15 N 0.585 -1.469 3.657  C14 1.325, N16 1.325, H35 1.017
16 N 0.030 -0.302 3.950  N15 1.325, C17 1.311
17 C -1.037 0.018 3.259  C12 1.417, N16 1.311, H36 1.082
18 C -1.697 1.253 -0.801  C2 1.389, C9 1.384, H37 1.086
19 H 0.437 1.855 -2.466  C1 1.091
20 H -0.276 0.433 -3.273  C1 1.089
21 H -0.549 2.061 -3.892  C1 1.090
22 H -2.860 2.538 -3.684  C3 1.083
23 H -4.845 2.820 -2.291  C4 1.084
24 H -6.067 2.253 -0.468  C6 1.094
25 H -5.016 4.412 0.022  C7 1.091
26 H -6.177 3.971 1.253  C7 1.092
27 H -4.432 3.807 1.590  C7 1.090
28 H -4.951 1.349 2.212  C8 1.090
29 H -6.630 1.518 1.727  C8 1.091
30 H -5.667 0.254 0.984  C8 1.092
31 H -2.996 -0.904 0.626  C11 1.091
32 H -3.702 -0.536 2.208  C11 1.098
33 H -1.319 -2.682 1.218  C13 1.081
34 H 0.749 -3.220 2.586  C14 1.083
35 H 1.405 -1.703 4.210  N15 1.017
36 H -1.483 0.979 3.480  C17 1.082
37 H -0.805 0.826 -0.352  C18 1.086
38 C 1.322 -6.410 4.308  C39 1.536, O45 1.421, H52 1.089, H53 1.090
39 C 1.640 -7.895 4.537  C38 1.536, C40 1.533, F43 1.345, F44 1.364
40 C 1.643 -8.405 5.983  C39 1.533, F41 1.348, F42 1.346, H54 1.094
41 F 2.603 -7.783 6.697  C40 1.348
42 F 1.901 -9.726 5.966  C40 1.346
43 F 2.796 -8.213 3.928  C39 1.345
44 F 0.631 -8.578 3.923  C39 1.364
45 O 2.428 -5.545 4.088  C38 1.421, C46 1.365
46 C 3.071 -4.909 5.110  O45 1.365, C47 1.536, F50 1.338, F51 1.372
47 C 4.557 -5.291 5.190  C46 1.536, F48 1.340, F49 1.348, H55 1.092
48 F 4.674 -6.606 5.422  C47 1.340
49 F 5.109 -4.609 6.214  C47 1.348
50 F 2.447 -5.061 6.284  C46 1.338
51 F 3.053 -3.567 4.822  C46 1.372
52 H 0.783 -6.395 3.363  C38 1.089
53 H 0.649 -6.029 5.076  C38 1.090
54 H 0.671 -8.236 6.455  C40 1.094
55 H 5.062 -5.034 4.257  C47 1.092
56 C 2.738 5.883 -6.886  C57 1.534, O63 1.412, H70 1.089, H71 1.090
57 C 1.381 5.307 -6.461  C56 1.534, C58 1.531, F61 1.348, F62 1.365
58 C 1.074 5.241 -4.962  C57 1.531, F59 1.349, F60 1.355, H72 1.093
59 F 1.931 4.414 -4.329  C58 1.349
60 F -0.176 4.744 -4.801  C58 1.355
61 F 1.190 4.092 -7.013  C57 1.348
62 F 0.438 6.154 -6.967  C57 1.365
63 O 3.749 4.950 -7.204  C56 1.412, C64 1.365
64 C 4.620 4.471 -6.269  O63 1.365, C65 1.535, F68 1.345, F69 1.351
65 C 4.543 2.941 -6.172  C64 1.535, F66 1.349, F67 1.351, H73 1.091
66 F 3.303 2.559 -5.804  C65 1.349
67 F 5.416 2.522 -5.228  C65 1.351
68 F 4.453 5.044 -5.064  C64 1.345
69 F 5.873 4.759 -6.684  C64 1.351
70 H 2.535 6.392 -7.827  C56 1.089
71 H 3.085 6.639 -6.181  C56 1.090
72 H 1.122 6.233 -4.507  C58 1.093
73 H 4.795 2.491 -7.133  C65 1.091

Values from the calculation:
HOMO level = -11.20 eV
Net charge = +1
Frontier orbital gap = 6.34 eV
Strongest force on any atom = 0.5 eV/A
Relative energy (zero: lowest compared OMol25 entry of this formula, charge and spin) = 0.00 kcal/mol